[1]
# C4H8Br2O

A structure of composition C4H8Br2O at a distorted geometry (wB97M-V/def2-TZVPD, OMol25).

Properties
Largest force on an atom = 2.9 eV/Å
E_tot = -146405.839 eV
Energy relative to the best compared isomer or geometry (same formula, charge and spin) = 3.466 eV
Molecular weight = 231.92 g mol⁻¹

The geometry in ORCA input format:
```
! wB97M-V def2-TZVPD RIJCOSX def2/J DEFGRID3
* xyz 0 1
C 1.838 -1.457 1.647
C 0.225 2.325 -1.395
C -0.571 0.750 0.252
C 1.788 -0.314 0.671
O -0.221 1.989 -0.068
Br 2.712 1.268 1.192
Br 2.461 -0.837 -1.121
H 2.842 -1.806 1.772
H 1.649 -1.121 2.612
H 1.253 -2.184 1.172
H -0.265 1.607 -1.971
H 1.256 2.299 -1.566
H -0.086 3.272 -1.618
H -0.579 0.740 1.338
H -0.668 -0.076 -0.489
*
```

---

[2]
# C4H8BrN

The molecule C4H8BrN at a distorted geometry (wB97M-V/def2-TZVPD, OMol25).

Properties
Largest force on an atom = 3.2 eV/Å
E_tot = -75809.563 eV
Energy relative to the best compared isomer or geometry (same formula, charge and spin) = 0.000 eV
SMILES string = [H]/N=C(\Br)C(C)C
Molecular weight = 150.02 g mol⁻¹

The geometry in ORCA input format:
```
! wB97M-V def2-TZVPD RIJCOSX def2/J DEFGRID3
* xyz 0 1
H -0.885 -2.570 -1.814
N -0.971 -1.791 -1.142
C -0.021 -1.216 -0.580
Br 1.932 -1.392 -0.917
C -0.339 -0.022 0.220
C -0.147 1.197 -0.671
C 0.425 0.231 1.533
H -1.340 -0.091 0.482
H -0.893 1.207 -1.582
H -0.421 2.129 -0.069
H 0.889 1.294 -1.014
H 1.114 1.041 1.395
H 0.982 -0.519 1.927
H -0.326 0.501 2.232
*
```

---

[3]
# C4H8BrN2

A structure of composition C4H8BrN2 at a distorted geometry (wB97M-V/def2-TZVPD, OMol25).

Properties
Largest force on an atom = 5.0 eV/Å
E_tot = -77292.339 eV
Energy relative to the best compared isomer or geometry (same formula, charge and spin) = 2.150 eV
Molecular weight = 164.03 g mol⁻¹

The geometry in ORCA input format:
```
! wB97M-V def2-TZVPD RIJCOSX def2/J DEFGRID3
* xyz 1 1
C -0.668 -1.551 0.257
C 0.290 0.174 -1.266
C -0.258 0.726 0.085
C 0.946 1.295 0.793
N -0.879 -0.419 0.758
N 0.099 -1.596 -0.812
Br -1.812 2.069 -0.343
H -1.142 -2.498 0.691
H -0.483 0.194 -2.018
H 1.355 0.297 -1.478
H 0.582 1.280 1.860
H 1.342 2.277 0.353
H 1.797 0.531 0.734
H -1.419 -0.292 1.602
H 0.250 -2.488 -1.215
*
```

---

[4]
# C4H8BrO2PS

The molecule C4H8BrO2PS at a distorted geometry (wB97M-V/def2-TZVPD, OMol25).

Properties
Largest force on an atom = 3.3 eV/Å
E_tot = -98536.465 eV
Molecular weight = 231.05 g mol⁻¹

The geometry in ORCA input format:
```
! wB97M-V def2-TZVPD RIJCOSX def2/J DEFGRID3
* xyz 0 1
C -1.354 -0.431 0.549
C -0.740 -1.045 -0.685
C -0.833 1.122 0.514
C 0.601 1.091 1.198
O 0.625 -1.435 -0.506
O -0.870 1.774 -0.684
P 1.945 -0.757 -1.051
S 3.564 -1.611 -0.602
Br 1.347 -0.214 -3.193
H -2.434 -0.476 0.466
H -1.089 -0.954 1.549
H -1.300 -1.908 -1.105
H -0.681 -0.190 -1.511
H -1.510 1.770 1.286
H 1.076 2.054 1.170
H 1.183 0.515 0.442
H 0.470 0.696 2.163
*
```

---

[5]
# C4H8Cl2N2O3PS

A structure of composition C4H8Cl2N2O3PS at a distorted geometry (wB97M-V/def2-TZVPD, OMol25).

Properties
Largest force on an atom = 2.1 eV/Å
E_tot = -58562.130 eV
Molecular weight = 266.07 g mol⁻¹

The geometry in ORCA input format:
```
! wB97M-V def2-TZVPD RIJCOSX def2/J DEFGRID3
* xyz 1 1
C -1.067 -2.544 1.063
C -0.115 -1.638 0.280
Cl 1.111 -2.670 -0.482
C 0.505 -0.614 1.264
Cl 2.201 -0.875 1.664
S 0.547 1.136 0.712
N -0.940 1.747 1.158
C -1.197 2.910 0.805
O -1.451 3.956 0.428
P 0.481 1.249 -1.527
N -0.938 1.340 -2.060
O 1.352 2.542 -1.769
O 1.300 0.034 -2.101
H -1.223 -3.446 0.477
H -2.034 -2.069 1.215
H -0.619 -2.869 2.000
H -0.668 -1.139 -0.512
H -0.032 -0.626 2.211
H -1.710 1.278 -1.411
H 2.307 2.408 -1.667
H 2.191 -0.110 -1.746
*
```

---

[6]
# C4H8Cl2OSi

A cluster of 2 separate species, C4H8Cl2OSi in total at a distorted geometry (wB97M-V/def2-TZVPD, OMol25).

Properties
Largest force on an atom = 4.7 eV/Å
E_tot = -39247.124 eV
Energy relative to the best compared isomer or geometry (same formula, charge and spin) = 3.312 eV
Molecular weight = 171.10 g mol⁻¹

The geometry in ORCA input format:
```
! wB97M-V def2-TZVPD RIJCOSX def2/J DEFGRID3
* xyz 0 1
C 1.658 0.065 1.352
C 2.528 0.259 0.209
C 1.197 0.932 0.197
C -2.732 -0.407 0.291
O -2.193 0.063 -0.924
Si -0.785 -0.193 -1.685
Cl -0.952 0.840 -3.382
Cl -0.150 -2.044 -1.833
H 1.092 -0.866 1.470
H 1.970 0.574 2.270
H 3.356 0.948 0.403
H 2.908 -0.549 -0.288
H 0.961 1.948 0.114
H -3.798 -0.668 0.021
H -2.856 0.390 1.065
H -2.205 -1.292 0.721
*
```

---

[7]
# C4H8Cl4

A cluster of 2 separate species, C4H8Cl4 in total (wB97M-V/def2-TZVPD, OMol25).

Properties
Largest force on an atom = 0.8 eV/Å
E_tot = -54367.854 eV
Energy relative to the best compared isomer or geometry (same formula, charge and spin) = 0.124 eV
SMILES string = ClCCCl.ClCCCl
Molecular weight = 197.92 g mol⁻¹

The geometry in ORCA input format:
```
! wB97M-V def2-TZVPD RIJCOSX def2/J DEFGRID3
* xyz 0 1
Cl 0.087 3.237 0.896
C -0.556 2.260 -0.453
C 0.498 1.956 -1.475
Cl 1.041 3.425 -2.359
H -1.384 2.823 -0.873
H -0.918 1.322 -0.033
H 0.129 1.265 -2.230
H 1.387 1.541 -1.012
Cl 1.485 -0.840 0.492
C 0.190 -2.049 0.231
C -0.475 -2.447 1.528
Cl 0.608 -3.326 2.610
H 0.664 -2.910 -0.231
H -0.535 -1.605 -0.447
H -1.341 -3.074 1.311
H -0.881 -1.578 2.045
*
```

---

[8]
# C4H8Cl4F6Mg2N3O12S6

A structure of composition C4H8Cl4F6Mg2N3O12S6 at a distorted geometry (wB97M-V/def2-TZVPD, OMol25).

Properties
Largest force on an atom = 11.8 eV/Å
E_tot = -175605.945 eV
Energy relative to the best compared isomer or geometry (same formula, charge and spin) = 1.663 eV
Molecular weight = 786.93 g mol⁻¹

The geometry in ORCA input format:
```
! wB97M-V def2-TZVPD RIJCOSX def2/J DEFGRID3
* xyz 0 2
Mg -2.515 -2.245 2.583
Mg 0.961 1.189 2.450
N -1.562 -5.695 0.789
S -0.358 -4.784 1.735
O -0.907 -3.456 2.212
O 1.019 -5.022 1.435
F -0.530 -5.598 3.067
S -1.401 -4.488 -0.247
O -0.242 -4.363 -1.114
O -2.151 -3.245 0.063
F -2.434 -5.207 -1.254
N 0.212 0.442 0.927
S -1.404 0.101 0.430
O -2.001 -0.867 1.325
O -1.898 0.215 -0.949
F -2.057 1.472 1.074
S 0.758 -0.398 -0.219
O 0.869 0.247 -1.500
O 0.533 -1.862 -0.102
F 2.352 -0.333 0.260
N 0.938 -0.171 3.713
S -0.405 -0.592 4.664
O -0.326 -0.849 6.115
O -1.465 -1.235 3.846
F -1.000 0.937 4.646
S 1.720 -1.352 4.209
O 1.287 -2.662 3.707
O 2.417 -1.307 5.494
F 2.896 -0.988 3.165
Cl 3.569 1.955 -4.824
C 2.990 2.419 -3.207
C 2.778 3.907 -3.114
Cl 2.181 4.343 -1.478
H 3.641 1.964 -2.461
H 2.059 1.873 -3.053
H 2.262 4.571 -3.808
H 3.823 4.217 -3.135
Cl -1.325 3.688 -1.611
C -1.418 2.956 -3.221
C -2.509 3.693 -3.948
Cl -4.146 3.540 -3.166
H -1.815 1.967 -2.995
H -0.376 2.977 -3.541
H -2.684 3.277 -4.939
H -2.340 4.768 -4.023
*
```

---

[9]
# C4H8ClN

The molecule C4H8ClN at a distorted geometry (wB97M-V/def2-TZVPD, OMol25).

Properties
Largest force on an atom = 3.5 eV/Å
E_tot = -18288.420 eV
Energy relative to the best compared isomer or geometry (same formula, charge and spin) = 1.352 eV
SMILES string = NCC/C=C/Cl
Molecular weight = 105.57 g mol⁻¹

The geometry in ORCA input format:
```
! wB97M-V def2-TZVPD RIJCOSX def2/J DEFGRID3
* xyz 0 1
N 1.277 1.454 0.112
C 1.324 -0.017 -0.434
C 0.262 -0.940 0.256
C -1.021 -0.568 -0.368
C -2.080 -0.288 0.399
Cl -3.576 0.510 -0.162
H 2.074 1.715 0.659
H 0.580 2.116 -0.161
H 2.281 -0.347 -0.199
H 1.263 -0.065 -1.504
H 0.230 -0.489 1.297
H 0.389 -1.958 -0.022
H -1.031 -0.707 -1.442
H -1.973 -0.417 1.568
*
```

---

[10]
# C4H8ClN2

A cluster of 2 separate species, C4H8ClN2 in total at a distorted geometry (wB97M-V/def2-TZVPD, OMol25).

Properties
Largest force on an atom = 4.0 eV/Å
E_tot = -19773.864 eV
Energy relative to the best compared isomer or geometry (same formula, charge and spin) = 0.470 eV
Molecular weight = 119.57 g mol⁻¹

The geometry in ORCA input format:
```
! wB97M-V def2-TZVPD RIJCOSX def2/J DEFGRID3
* xyz 1 1
C -0.334 -1.487 0.593
C 1.107 -0.743 -0.926
C 0.766 0.341 -0.160
C 1.089 1.714 -0.048
N 0.471 -1.838 -0.418
N -0.184 -0.176 0.807
Cl -3.116 1.265 -0.082
H -0.948 -2.065 1.287
H -3.704 0.154 -0.073
H 1.580 -0.824 -1.842
H 1.244 2.111 -1.011
H 2.002 1.851 0.569
H 0.421 2.232 0.688
H 0.436 -2.757 -0.827
H -0.829 0.224 1.443
*
```

---

[11]
# C4H8ClP

The molecule C4H8ClP at a distorted geometry (wB97M-V/def2-TZVPD, OMol25).

Properties
Largest force on an atom = 9.4 eV/Å
E_tot = -26085.180 eV
Energy relative to the best compared isomer or geometry (same formula, charge and spin) = 2.575 eV
SMILES string = C/C(Cl)=C/CP
Molecular weight = 122.53 g mol⁻¹

The geometry in ORCA input format:
```
! wB97M-V def2-TZVPD RIJCOSX def2/J DEFGRID3
* xyz 0 1
C -0.862 1.643 1.596
C 0.001 0.926 0.519
Cl 0.697 1.725 -0.851
C 0.232 -0.661 0.607
C 0.869 -1.194 -0.602
P -0.135 -0.708 -2.199
H -0.282 1.771 2.466
H -1.420 2.499 1.130
H -1.621 0.825 1.812
H -0.152 -1.102 1.575
H 1.773 -0.573 -0.701
H 0.894 -2.223 -0.291
H -0.894 -1.820 -2.015
H 0.902 -1.108 -3.046
*
```

---

[12]
# C4H8CsO2S

A structure of composition C4H8CsO2S at a distorted geometry (wB97M-V/def2-TZVPD, OMol25).

Properties
Largest force on an atom = 1.4 eV/Å
E_tot = -19750.472 eV
Energy relative to the best compared isomer or geometry (same formula, charge and spin) = 0.347 eV
Molecular weight = 253.08 g mol⁻¹

The geometry in ORCA input format:
```
! wB97M-V def2-TZVPD RIJCOSX def2/J DEFGRID3
* xyz 1 1
Cs 2.415 -3.916 -0.441
C -1.276 0.012 -0.677
C -1.177 0.063 0.863
C 0.145 0.634 1.316
S 1.333 0.233 0.025
O 1.748 -1.170 0.112
O 2.299 1.298 -0.145
C 0.084 0.377 -1.301
H -2.079 0.604 -1.109
H -1.501 -1.008 -0.992
H -1.238 -0.974 1.204
H -2.047 0.541 1.307
H 0.500 0.376 2.311
H 0.185 1.727 1.260
H 0.400 -0.220 -2.154
H 0.209 1.424 -1.578
*
```